C2H2O3 | the ωB97M-V functional and the def2-TZVPD basis

The multiplicity is 1. As for the energy relative to the best compared isomer or geometry (same formula, charge and spin): 23.6 kcal per mole. For the total energy, the calculation gives -303.09277 a.u. The value obtained for the HOMO energy is -11.7 eV.

Last columns: bonded neighbours and bond lengths (Å).
CARTESIAN COORDINATES (ANGSTROEM)
1 H -0.3037 -1.1589 0.0875  O2 0.939
2 O -0.3844 -2.0805 0.2468  H1 0.939, H7 0.914
3 C -1.0060 1.4890 -0.6239  O6 1.132
4 O 2.0084 1.2839 -0.4774  C5 1.105
5 C 1.1120 1.1619 0.1571  O4 1.105
6 O -1.8548 1.7045 0.0935  C3 1.132
7 H 0.4285 -2.3998 0.5164  O2 0.914